# C2HClF2S

A 2-piece molecular cluster, C2HClF2S overall at a distorted geometry (ωB97M-V/def2-TZVPD, OMol25).

Its LUMO energy (spin up / spin down) is -4.61 / -4.62 eV. The calculation puts the HOMO energy (spin up / spin down) at -0.352 / -0.353 Eh. As for the spin multiplicity: 1. The electronic energy is -30877.1657 eV. For the energy relative to the best compared isomer or geometry (same formula, charge and spin), the calculation gives 112.62 kcal/mol.

Positions of all 7 atoms, in Å:
C: 1.85 0.08 0.14
C: 0.56 -0.37 0.23
F: 0.28 -1.58 0.64
F: 0.93 -1.16 -2.62
S: 2.14 1.67 -0.38
Cl: 3.16 -0.93 0.57
H: -0.30 0.21 -0.08

Löwdin atomic charge list, values in e, 6 entries: number 1, C, carries -1.157; number 2, C, carries -0.141; number 3, F, carries 0.134; number 4, F, carries -0.522; number 5, S, carries 0.831; number 6, Cl, carries 0.716

=====

# C2H5OP

An isolated molecule of C2H5OP at a distorted geometry (ωB97M-V/def2-TZVPD, OMol25).

Its LUMO energy is 1.05 eV. The calculation puts the HOMO energy at -0.355 Eh. As for the spin multiplicity: 1. The electronic energy is -13488.5675 eV. For the energy relative to the best compared isomer or geometry (same formula, charge and spin), the calculation gives 53.22 kcal/mol.

Positions of all 9 atoms, in Å:
C: -0.28 0.18 1.05
C: -0.30 -0.65 -0.16
O: 0.55 -1.00 0.95
P: 0.65 -0.06 -1.60
H: 0.42 1.12 1.07
H: -1.01 0.09 1.88
H: -1.13 -1.31 -0.56
H: 1.53 0.73 -0.97
H: -0.44 0.90 -1.67

Löwdin atomic charge list, values in e, 6 entries: number 1, C, carries -0.196; number 2, C, carries -0.637; number 3, O, carries -0.146; number 4, P, carries 0.829; number 5, H, carries 0.131; number 6, H, carries 0.111

=====

# C8H9O3S

An isolated ion of composition C8H9O3S and charge -1 (ωB97M-V/def2-TZVPD, OMol25).

Its LUMO energy is 3.30 eV. The total charge is -1. The calculation puts the HOMO energy at -0.183 Eh. As for the spin multiplicity: 1. The electronic energy is -25422.0874 eV.

Positions of all 21 atoms, in Å:
C: 1.62 -2.54 -0.05
C: 1.31 -1.06 -0.01
C: 2.28 -0.11 -0.32
C: 1.96 1.24 -0.32
C: 0.68 1.65 0.00
C: -0.31 0.72 0.32
C: -1.69 1.18 0.70
S: -3.04 0.64 -0.39
O: -4.23 1.06 0.34
O: -2.79 1.38 -1.62
O: -2.90 -0.81 -0.52
C: 0.03 -0.63 0.31
H: 1.00 -3.07 0.67
H: 1.38 -2.94 -1.04
H: 2.67 -2.73 0.17
H: 3.29 -0.44 -0.55
H: 2.73 1.97 -0.56
H: 0.43 2.70 -0.02
H: -1.73 2.27 0.65
H: -1.93 0.88 1.72
H: -0.75 -1.36 0.53

Löwdin atomic charge list, values in e, 6 entries: number 1, C, carries -0.063; number 2, C, carries -0.277; number 3, C, carries -0.079; number 4, C, carries -0.101; number 5, C, carries -0.053; number 6, C, carries -0.239

=====

# C9H21N3O3Rb

C9H21N3O3Rb as an isolated structure at a distorted geometry (ωB97M-V/def2-TZVPD, OMol25).

Its LUMO energy is -2.47 eV. The total charge is +1. The calculation puts the HOMO energy at -0.443 Eh. As for the spin multiplicity: 1. The electronic energy is -20936.2222 eV. For the energy relative to the best compared isomer or geometry (same formula, charge and spin), the calculation gives 79.46 kcal/mol.

Positions of all 37 atoms, in Å:
Rb: -1.37 0.54 1.09
C: 1.81 0.60 -1.06
O: 0.97 0.03 -0.41
N: 2.87 -0.03 -1.67
C: 3.07 -1.52 -1.58
C: 3.91 0.67 -2.27
H: 1.81 1.66 -1.36
H: 4.04 -1.99 -1.44
H: 2.54 -1.93 -2.44
H: 2.58 -2.09 -0.79
H: 4.94 0.33 -2.20
H: 3.90 0.68 -3.36
H: 3.90 1.74 -2.06
C: -4.07 1.84 -1.13
O: -3.87 0.72 -0.53
N: -4.72 1.92 -2.26
C: -5.07 3.38 -2.71
C: -5.10 0.76 -3.19
H: -3.91 2.78 -0.59
H: -4.59 3.70 -3.64
H: -4.70 4.19 -2.08
H: -6.15 3.39 -2.76
H: -4.75 -0.17 -2.73
H: -6.18 0.82 -3.31
H: -4.56 0.89 -4.12
C: 0.32 -2.05 3.75
O: -0.24 -1.52 2.76
N: 1.65 -1.93 3.95
C: 2.67 -1.32 3.04
C: 2.19 -2.37 5.27
H: -0.09 -2.53 4.65
H: 3.36 -2.15 2.87
H: 3.40 -0.59 3.39
H: 2.24 -0.96 2.11
H: 2.40 -1.53 5.93
H: 1.59 -3.17 5.70
H: 3.19 -2.79 5.19

Löwdin atomic charge list, values in e, 6 entries: number 1, Rb, carries 1.006; number 2, C, carries -0.321; number 3, O, carries -0.107; number 4, N, carries -0.157; number 5, C, carries -0.014; number 6, C, carries -0.108